(1)
{"formula": "C5H14N2O", "method": "ωB97M-V with the def2-TZVPD basis set", "species": ["C", "O", "C", "C", "C", "C", "N", "N", "H", "H", "H", "H", "H", "H", "H", "H", "H", "H", "H", "H", "H", "H"], "xyz": [[-1.532, -0.210, -0.476], [-1.491, 1.233, 1.879], [-0.357, -0.907, 0.159], [-0.122, 0.481, -0.334], [0.451, 0.596, -1.874], [1.594, -1.201, -2.856], [0.277, -0.592, -2.549], [-0.329, -1.065, 1.563], [-2.298, 0.298, 0.104], [-1.919, -0.822, -1.278], [-1.894, 1.634, 2.628], [0.100, -1.704, -0.409], [0.523, 2.868, 6.112], [0.276, 1.173, 0.399], [1.523, 0.810, -1.696], [0.030, 1.510, -2.304], [2.219, -0.677, -3.574], [2.084, -1.311, -1.882], [1.346, -2.204, -3.208], [0.913, 2.428, 5.701], [-1.015, -0.357, 1.922], [-0.382, -1.981, 1.975]], "e_tot_ha": -383.301824, "e_above_lowest_kcal_mol": 250.3, "homo_lumo_gap_ev": 3.934}

---

(2)
{"formula": "C3H5NO2", "method": "ωB97M-V with the def2-TZVPD basis set", "species": ["N", "C", "C", "O", "C", "O", "H", "H", "H", "H", "H"], "xyz": [[1.719, -1.074, -0.764], [0.774, -0.451, -0.215], [-0.482, -0.973, 0.434], [-1.411, 0.052, 0.118], [-0.681, 1.249, 0.044], [0.684, 0.909, -0.148], [2.363, -0.384, -1.156], [-0.837, -1.920, 0.029], [-0.345, -1.066, 1.523], [-1.014, 1.816, -0.829], [-0.770, 1.841, 0.964]], "smiles": "[H]/N=C1/COCO1", "e_tot_ha": -322.520406, "e_above_lowest_kcal_mol": 33.8, "homo_lumo_gap_ev": 11.130}

---

(3)
{"formula": "C38H37Br2F6IO23", "method": "ωB97M-V with the def2-TZVPD basis set", "species": ["C", "C", "C", "O", "O", "C", "C", "C", "C", "C", "C", "C", "C", "I", "C", "C", "C", "C", "O", "C", "Br", "C", "C", "C", "O", "Br", "C", "O", "H", "H", "H", "H", "H", "H", "H", "H", "H", "H", "H", "H", "H", "H", "H", "H", "H", "H", "H", "C", "C", "O", "C", "O", "O", "F", "H", "H", "H", "C", "C", "O", "C", "O", "O", "F", "H", "H", "H", "C", "C", "O", "C", "O", "O", "F", "H", "H", "H", "C", "C", "O", "C", "O", "O", "F", "H", "H", "H", "C", "C", "O", "C", "O", "O", "F", "H", "H", "H", "C", "C", "O", "C", "O", "O", "F", "H", "H", "H"], "xyz": [[-4.365, -0.032, 3.198], [-4.394, 1.607, 3.496], [-4.530, 2.500, 2.098], [-5.782, 2.683, 1.647], [-3.344, 3.040, 1.356], [-2.817, 1.863, 0.648], [-1.526, 2.168, -0.329], [-0.686, 0.724, -0.413], [0.964, 0.631, -0.335], [1.679, -0.846, -0.378], [3.315, -1.053, -0.299], [4.080, 0.377, 0.044], [3.781, 0.942, 1.554], [6.253, -0.099, -0.035], [0.732, -2.189, -0.503], [-0.933, -2.100, -0.625], [-1.643, -0.623, -0.582], [-1.810, -3.519, -0.742], [-2.892, -3.629, -1.524], [-1.182, -4.779, 0.162], [-2.443, -6.059, 1.054], [0.331, -4.857, 0.256], [0.903, -6.091, 1.207], [0.626, -5.584, 2.776], [-0.233, -6.181, 3.611], [1.619, -3.931, 3.433], [1.329, -3.752, -0.507], [2.484, -4.093, -1.105], [-5.150, -0.368, 2.390], [-4.620, -0.662, 4.177], [-3.310, -0.416, 2.841], [-3.417, 1.895, 4.073], [-5.348, 1.780, 4.192], [-3.660, 1.330, 0.024], [-2.466, 1.096, 1.493], [-0.809, 2.887, 0.296], [-1.800, 2.599, -1.382], [1.578, 1.633, -0.229], [3.663, -1.333, -1.405], [3.648, -1.946, 0.380], [3.925, 1.196, -0.810], [3.563, 2.104, 1.495], [4.610, 0.653, 2.332], [2.766, 0.423, 1.906], [-2.821, -0.593, -0.674], [2.065, -6.164, 1.100], [0.321, -7.087, 1.005], [2.357, -0.938, -5.189], [1.734, -0.569, -3.886], [2.757, 0.135, -3.219], [3.499, 0.705, -4.210], [4.301, 1.607, -4.031], [3.230, 0.148, -5.430], [1.436, -1.673, -3.165], [2.938, -1.865, -5.134], [1.620, -1.033, -5.991], [0.848, 0.068, -3.977], [1.553, 3.985, 4.645], [0.506, 4.544, 3.744], [0.661, 3.801, 2.557], [1.143, 2.591, 2.957], [1.148, 1.591, 2.258], [1.615, 2.632, 4.240], [0.752, 5.845, 3.468], [2.532, 4.453, 4.499], [1.279, 4.066, 5.701], [-0.517, 4.430, 4.119], [5.500, -4.494, -4.809], [5.617, -5.136, -6.149], [4.624, -4.488, -6.912], [4.511, -3.245, -6.366], [3.960, -2.305, -6.913], [5.100, -3.178, -5.133], [5.312, -6.451, -6.083], [4.734, -4.962, -4.181], [6.448, -4.493, -4.264], [6.593, -5.003, -6.627], [-4.266, 6.173, 0.874], [-4.889, 6.542, 2.177], [-3.866, 7.245, 2.844], [-3.124, 7.816, 1.853], [-2.323, 8.718, 2.032], [-3.394, 7.259, 0.633], [-5.187, 5.438, 2.898], [-3.686, 5.246, 0.929], [-5.004, 6.078, 0.072], [-5.776, 7.179, 2.086], [-1.594, -10.002, 3.173], [-2.972, -10.269, 2.671], [-2.782, -10.502, 1.294], [-1.525, -11.018, 1.192], [-1.101, -11.598, 0.206], [-0.799, -10.815, 2.334], [-3.757, -9.177, 2.814], [-1.295, -8.955, 3.053], [-1.472, -10.283, 4.223], [-3.456, -11.138, 3.128], [-0.296, 9.289, -1.173], [-1.674, 9.022, -1.675], [-1.483, 8.789, -3.052], [-0.227, 8.273, -3.154], [0.198, 7.693, -4.140], [0.499, 8.476, -2.012], [-2.459, 10.114, -1.532], [0.003, 10.336, -1.293], [-0.174, 9.008, -0.123], [-2.158, 8.153, -1.218]], "smiles": "CCC(=O)OCCc1cc(C[C@@H](C)I)c2c(c1)C(=O)C(Br)=C(CC(=O)Br)C2=O.O=C1OC[C@@H](F)O1.O=C1OC[C@@H](F)O1.O=C1OC[C@@H](F)O1.O=C1OC[C@@H](F)O1.O=C1OC[C@@H](F)O1.O=C1OC[C@@H](F)O1", "e_tot_ha": -9245.054288, "homo_lumo_gap_ev": 7.016}

---

(4)
{"formula": "C23H28BCl2N5S", "method": "ωB97M-V with the def2-TZVPD basis set", "species": ["C", "C", "Cl", "C", "Cl", "B", "N", "S", "H", "H", "H", "H", "H", "H", "H", "H", "N", "C", "C", "C", "C", "C", "H", "H", "H", "H", "H", "N", "C", "C", "C", "C", "C", "H", "H", "H", "H", "H", "N", "C", "C", "C", "C", "C", "H", "H", "H", "H", "H", "N", "C", "C", "C", "C", "C", "H", "H", "H", "H", "H"], "xyz": [[0.639, -0.906, 1.649], [-0.280, 0.302, 1.772], [0.665, 1.820, 1.595], [-1.466, 0.166, 0.781], [-1.951, 1.675, -0.072], [-2.731, -0.372, 1.593], [-3.552, 0.484, 2.398], [-3.104, -2.131, 1.593], [0.823, -1.153, 0.602], [1.597, -0.710, 2.129], [0.202, -1.765, 2.161], [-0.673, 0.345, 2.788], [-1.156, -0.518, -0.008], [-3.499, 0.405, 3.404], [-3.447, 1.463, 2.154], [-2.164, -2.523, 0.717], [1.208, 2.342, -4.974], [0.393, 2.057, -3.961], [0.735, 2.230, -2.627], [1.995, 2.724, -2.329], [2.855, 3.024, -3.373], [2.416, 2.815, -4.672], [-0.587, 1.676, -4.228], [0.031, 1.994, -1.841], [2.293, 2.877, -1.299], [3.845, 3.421, -3.190], [3.064, 3.043, -5.511], [1.394, -3.328, 4.059], [1.781, -3.167, 5.322], [1.729, -4.176, 6.273], [1.247, -5.418, 5.894], [0.839, -5.598, 4.582], [0.933, -4.526, 3.706], [2.153, -2.184, 5.588], [2.059, -3.986, 7.286], [1.189, -6.230, 6.607], [0.455, -6.549, 4.237], [0.623, -4.634, 2.672], [1.580, 8.413, -3.173], [1.769, 8.810, -1.917], [1.655, 7.969, -0.819], [1.323, 6.641, -1.037], [1.122, 6.213, -2.339], [1.262, 7.135, -3.367], [2.026, 9.855, -1.779], [1.821, 8.351, 0.178], [1.221, 5.952, -0.207], [0.858, 5.189, -2.560], [1.114, 6.828, -4.397], [-1.747, -4.353, -0.874], [-2.056, -3.763, -2.028], [-2.769, -4.387, -3.040], [-3.186, -5.694, -2.845], [-2.871, -6.319, -1.650], [-2.153, -5.608, -0.700], [-1.717, -2.740, -2.152], [-2.991, -3.856, -3.955], [-3.747, -6.215, -3.611], [-3.175, -7.338, -1.451], [-1.893, -6.069, 0.247]], "smiles": "C[C@@H](Cl)[C@H](Cl)B(N)S.c1ccncc1.c1ccncc1.c1ccncc1.c1ccncc1", "e_tot_ha": -2510.476628, "homo_lumo_gap_ev": 9.876}

---

(5)
{"formula": "C6H9NO6", "method": "ωB97M-V with the def2-TZVPD basis set", "species": ["C", "C", "C", "C", "C", "C", "N", "O", "O", "O", "O", "O", "O", "H", "H", "H", "H", "H", "H", "H", "H", "H"], "xyz": [[-1.154, 1.425, -1.058], [1.811, -1.280, 0.374], [-0.386, -0.722, -0.551], [-1.034, 0.060, 0.629], [-0.290, 0.376, -1.600], [1.593, -1.146, 1.891], [0.097, 0.678, 1.336], [0.641, -0.190, 2.282], [-0.333, 1.721, 2.250], [-1.835, 1.074, 0.117], [0.705, -1.562, -0.366], [-0.722, -0.079, -2.857], [1.973, -1.978, 2.711], [-0.624, 2.279, -0.826], [-1.958, 1.670, -1.851], [2.352, -0.368, 0.032], [2.570, -2.133, 0.157], [-1.203, -1.326, -0.908], [-1.703, -0.484, 1.286], [0.800, 0.677, -1.707], [-0.005, -0.424, -3.433], [-1.295, 1.732, 2.092]], "smiles": "O=C1CO[C@@H]2[C@@H](O)CO[C@@H]2N(O)O1", "e_tot_ha": -740.053289, "e_above_lowest_kcal_mol": 0.0, "homo_lumo_gap_ev": 10.221}

---

| no. | E_HOMO (eV) |
| --- | --- |
| 1 | -7.47 |
| 2 | -10.26 |
| 3 | -9.06 |
| 4 | -9.47 |
| 5 | -9.76 |